# C31H33N3O4

One molecule with the formula C31H33N3O4 in a non-equilibrium geometry (ωB97M-V/def2-TZVPD, OMol25).

Positions of all 71 atoms, in Å:
C 3.405 1.634 5.417
O 3.691 2.397 4.218
C 2.940 2.154 3.096
C 3.300 2.856 1.927
C 2.599 2.640 0.757
C 1.543 1.735 0.707
C 0.858 1.436 -0.663
C -0.460 2.040 -0.892
C -0.857 2.274 -2.250
O -0.163 1.925 -3.265
N -2.059 2.952 -2.433
C -2.419 3.298 -3.773
C -3.080 3.025 -1.463
O -4.231 3.375 -1.729
N -2.681 2.727 -0.163
C -3.660 3.073 0.861
C -1.278 2.703 0.132
O -0.874 3.206 1.180
C 1.092 1.122 1.885
C 1.801 1.306 3.082
H 4.101 2.042 6.154
H 2.361 1.786 5.752
H 3.597 0.551 5.293
H 4.139 3.552 1.976
H 2.888 3.184 -0.144
H 1.535 1.708 -1.507
H -3.441 3.676 -3.772
H -1.738 4.075 -4.148
H -2.320 2.393 -4.393
H -3.222 2.871 1.836
H -3.951 4.134 0.783
H -4.562 2.479 0.704
H 0.200 0.502 1.891
H 1.501 0.783 3.995
C -2.026 -4.082 -5.476
C -1.849 -4.814 -4.294
C -1.379 -4.182 -3.144
C -1.046 -2.830 -3.154
C -0.527 -2.197 -1.861
C -1.655 -1.935 -0.892
C -1.634 -2.514 0.371
C -2.743 -2.404 1.213
C -3.880 -1.701 0.778
C -3.884 -1.079 -0.483
C -2.765 -1.208 -1.322
C 0.282 -0.921 -2.094
C 1.515 -1.269 -2.962
C 2.745 -0.872 -2.104
C 2.245 -0.798 -0.658
N 0.836 -0.276 -0.809
C -1.239 -2.083 -4.327
C -1.739 -2.716 -5.487
H -2.405 -4.589 -6.366
H -2.091 -5.869 -4.274
H -1.270 -4.759 -2.220
H 0.185 -2.921 -1.410
H -0.760 -3.083 0.692
H -2.715 -2.855 2.203
H -4.754 -1.627 1.425
H -4.743 -0.498 -0.815
H -2.793 -0.776 -2.317
H -0.283 -0.134 -2.589
H 1.495 -2.315 -3.268
H 1.470 -0.638 -3.859
H 3.592 -1.558 -2.199
H 3.057 0.103 -2.453
H 2.124 -1.802 -0.245
H 2.825 -0.147 -0.011
H 0.283 -0.534 0.014
H -1.027 -1.013 -4.343
H -1.914 -2.154 -6.402

## Properties
Molecular weight = 511.6 g mol⁻¹
Structure (SMILES) = COc1ccc([C@H](c2c([O-])n(C)c(=O)n(C)c2=O)[N@@H+]2CCC[C@H]2C(c2ccccc2)c2ccccc2)cc1
Maximum force = 2.15 eV/Å
Energy relative to the best compared isomer or geometry (same formula, charge and spin) = 104.15 kJ/mol
LUMO level = 0.3 eV
Frontier orbital gap = 7.83 eV